(1)
# C5H6O3

C5H6O3 in the gas phase in a non-equilibrium geometry (ωB97M-V/def2-TZVPD, the OMol25 dataset).

The geometry in XYZ format:
```
14
Properties=species:S:1:pos:R:3:forces:R:3:nbo_charge:R:1
O -0.510983 1.598927 0.972105 0.1 0.5 0.6 -0.551
O -0.513290 0.394192 -0.911888 0.4 1.7 -0.6 -0.517
O 2.092084 0.393305 -0.194614 0.2 -1.7 0.5 -0.528
C -1.967424 -1.112318 0.024976 -2.1 -0.1 0.2 -0.678
C -0.597406 -0.695059 -0.124053 0.7 0.0 0.1 0.428
C -0.437645 1.563921 -0.208872 -0.4 -1.6 0.3 0.668
C 0.503299 -1.292109 0.333584 -1.2 1.1 -0.3 -0.397
C 1.835461 -0.767448 0.109599 0.2 0.1 -0.8 0.403
H 0.318955 -2.208514 0.812654 0.3 -1.1 0.7 0.219
H 2.537901 -1.648722 0.143226 0.6 1.2 0.0 0.112
H -2.640794 -0.436361 0.651494 1.1 -0.4 -1.1 0.250
H -1.960130 -2.033481 0.529126 -0.3 -1.4 0.7 0.221
H -0.409588 2.352154 -0.900365 0.3 1.4 -0.9 0.135
H -2.406549 -1.298389 -0.972357 0.0 0.4 0.4 0.236
```
Positions in Å, forces in eV/Å.

Summary:
Lowest unoccupied orbital energy = 0.147 eV
Orbital gap = 10.1 eV
SMILES = C/C(=C/C=O)OC=O
HOMO = -9.98 eV

---

(2)
# C5H6OS

A molecular structure, C5H6OS in a non-equilibrium geometry (ωB97M-V/def2-TZVPD, the OMol25 dataset).

The geometry in XYZ format:
```
13
Properties=species:S:1:pos:R:3:forces:R:3:nbo_charge:R:1
S -2.063126 -0.444555 0.106329 1.9 1.4 0.6 1.195
O -2.962493 0.705537 -0.003559 -0.3 -0.2 -0.4 -0.912
C 0.170488 1.180702 1.070309 -0.1 1.7 -1.7 0.178
C -0.022742 1.332397 -0.453977 -1.6 -1.0 1.2 -0.588
C -0.436968 -0.047696 1.389546 -1.4 0.5 1.0 -0.493
C 0.215099 -0.946434 0.423868 0.6 -2.4 -1.8 -0.455
C -0.426182 -0.172188 -0.793707 -0.1 0.3 1.0 -0.386
H -0.365736 -0.594825 -1.786704 0.0 0.2 -0.2 0.234
H -0.536252 -0.245053 2.430200 -0.3 -0.7 0.6 0.233
H 0.796708 1.747408 -0.959820 2.0 -0.2 -0.6 0.244
H -0.196850 -1.997032 0.523222 0.1 1.0 -0.2 0.229
H 1.307025 -1.119407 0.464680 -0.4 0.6 -0.2 0.240
H -0.697503 2.196419 -0.730113 -0.5 -1.3 0.7 0.281
```
Positions in Å, forces in eV/Å.

Summary:
Lowest unoccupied orbital energy (alpha / beta) = -0.753 / -0.752 eV
Orbital gap (alpha / beta) = 7.6 / 7.6 eV
HOMO (alpha / beta) = -8.37 / -8.37 eV

---

(3)
# C5H6OS

C5H6OS in the gas phase in a non-equilibrium geometry (ωB97M-V/def2-TZVPD, the OMol25 dataset).

The geometry in XYZ format:
```
13
Properties=species:S:1:pos:R:3:forces:R:3:nbo_charge:R:1
S -1.325117 1.155170 -1.220114 0.5 -2.8 1.3 0.568
O 0.270321 -0.137382 0.362899 -1.3 1.6 0.3 -0.384
C -1.108452 -0.538544 -1.438633 0.6 -2.6 -1.3 -0.587
C -0.169386 -1.070798 -0.541189 -3.1 3.0 -3.1 0.170
C 0.393147 -2.383866 -0.384008 -0.4 0.4 2.1 -0.658
C -0.401511 0.970145 0.136861 2.5 4.5 1.4 0.171
C 0.101699 2.221690 0.849445 2.4 -1.4 0.6 -0.678
H 0.295934 1.929177 1.880158 0.6 0.0 0.1 0.229
H 0.487281 -2.831717 -1.312419 0.3 -1.0 -1.7 0.242
H 1.027216 2.737816 0.407014 -1.1 -1.3 0.4 0.235
H -0.552400 3.006555 0.997255 -2.1 1.3 -0.4 0.231
H 1.373699 -2.138852 0.060590 -0.4 -1.2 0.3 0.226
H -0.392432 -2.919394 0.202140 1.4 -0.3 0.1 0.234
```
Positions in Å, forces in eV/Å.

Summary:
Lowest unoccupied orbital energy = -0.091 eV
Orbital gap = 7.5 eV
HOMO = -7.61 eV

---

(4)
# C5H6OS

A molecular structure, C5H6OS in a non-equilibrium geometry (ωB97M-V/def2-TZVPD, the OMol25 dataset).

The geometry in XYZ format:
```
13
Properties=species:S:1:pos:R:3:forces:R:3:nbo_charge:R:1
S -1.414305 -1.621184 0.611611 -0.2 -0.3 0.8 -0.103
O 0.795593 2.281672 -1.514866 -0.8 -0.4 1.5 -0.469
C 0.393709 1.728083 -0.530285 2.6 -3.6 -4.2 0.554
C 0.274070 -1.709906 -0.161355 -3.4 4.6 -1.6 -0.489
C -0.609995 1.860832 1.789574 1.0 0.3 -2.9 -0.079
C -0.108128 1.922237 0.672046 -2.6 1.0 5.8 -0.123
C 0.733252 -0.273518 -0.667223 2.2 0.9 1.5 -0.500
H 0.128848 -2.286363 -1.030955 0.5 -1.1 -0.7 0.228
H -2.269180 -1.287536 -0.366866 0.5 0.0 -0.4 0.125
H 1.848087 -0.236170 -0.427889 -1.3 0.4 -0.6 0.200
H 0.796858 -2.105407 0.625862 1.7 -1.0 1.5 0.220
H -1.141564 1.785563 2.684071 -0.3 0.0 0.9 0.236
H 0.572755 -0.058306 -1.683725 0.0 -0.7 -1.5 0.199
```
Positions in Å, forces in eV/Å.

Summary:
Lowest unoccupied orbital energy = -0.484 eV
Orbital gap = 8.2 eV
HOMO = -8.71 eV

---

(5)
# C5H6OS2

C5H6OS2 in the gas phase in a non-equilibrium geometry (ωB97M-V/def2-TZVPD, the OMol25 dataset).

The geometry in XYZ format:
```
14
Properties=species:S:1:pos:R:3:forces:R:3:nbo_charge:R:1
S 1.819169 -1.320283 0.842978 -0.4 0.4 0.0 0.035
S 2.064648 -1.925455 -1.096392 0.8 -0.6 0.2 0.211
O 0.244093 -1.141844 -2.980377 1.8 -0.3 1.8 -0.512
C 0.158140 0.375699 2.268417 -0.4 -3.2 -0.6 -0.650
C -0.134883 0.248210 -0.322043 0.9 -1.9 -3.1 -0.042
C 0.355594 -0.042736 0.792292 2.7 -1.4 2.5 -0.110
C -1.165365 0.824504 -1.125128 0.4 -0.2 -1.7 -0.686
C 0.825984 -1.155129 -1.932678 -3.7 2.5 0.0 0.359
H 0.926429 0.058111 3.044971 -0.8 0.4 -1.4 0.237
H 0.060958 1.395358 2.161971 -0.3 2.4 0.7 0.226
H -0.796185 0.982716 -2.156657 -0.2 0.2 0.4 0.242
H -1.957845 0.126200 -1.247522 -0.8 -0.8 0.0 0.237
H -1.587342 1.700779 -0.747547 -0.6 1.7 0.6 0.221
H -0.813396 -0.126130 2.497716 0.7 0.7 0.4 0.231
```
Positions in Å, forces in eV/Å.

Summary:
Lowest unoccupied orbital energy = 0.099 eV
Orbital gap = 8.3 eV
HOMO = -8.18 eV

---

(6)
# C5H6S

C5H6S in the gas phase in a non-equilibrium geometry (ωB97M-V/def2-TZVPD, the OMol25 dataset).

The geometry in XYZ format:
```
12
Properties=species:S:1:pos:R:3:forces:R:3:nbo_charge:R:1
S -1.614812 -0.151416 -0.185994 1.8 1.5 0.1 0.246
C 1.834954 -0.119016 -0.020167 1.1 2.3 -0.2 -0.023
C 1.034366 -1.256263 0.164647 4.1 -0.6 1.3 -0.368
C -0.950958 1.556091 0.275006 1.3 0.6 -0.5 -0.766
C 2.460605 0.913907 -0.166095 -0.5 2.1 -1.0 -0.264
C -0.231970 -1.260988 0.008900 -6.6 -1.7 0.1 -0.275
H 0.165917 1.742487 -0.228915 -3.4 -0.4 1.3 0.256
H 2.661930 2.029185 -0.486422 0.0 -3.2 1.0 0.266
H -0.839095 1.615807 1.402499 -0.1 -0.2 -1.4 0.223
H -0.878457 -2.196857 0.137626 1.7 0.7 -0.1 0.223
H -1.753820 2.328502 -0.040557 1.5 -1.3 0.3 0.236
H 1.598529 -2.098857 0.617921 -0.8 0.1 -0.8 0.245
```
Positions in Å, forces in eV/Å.

Summary:
Lowest unoccupied orbital energy = 0.812 eV
Orbital gap = 9.2 eV
SMILES = C#C/C=C\SC
HOMO = -8.42 eV

---

(7)
# C5H6S

C5H6S in the gas phase in a non-equilibrium geometry (ωB97M-V/def2-TZVPD, the OMol25 dataset).

The geometry in XYZ format:
```
12
Properties=species:S:1:pos:R:3:forces:R:3:nbo_charge:R:1
S -3.510778 -0.060269 -0.916348 -0.2 0.0 -0.3 -0.101
C -2.093508 0.253201 -0.218709 2.4 -0.2 1.7 -0.126
C 1.614843 0.138874 -0.359329 -1.9 -3.0 0.2 -0.562
C -1.249389 1.053194 0.640670 -0.1 -5.9 -3.6 -0.180
C 0.545082 -0.978015 0.166154 -1.4 0.0 -2.8 -0.457
C -0.731990 -0.173797 0.182377 -1.8 3.0 1.3 0.099
H 2.555376 -0.323992 -0.482370 1.2 -0.3 -0.1 0.215
H 0.272973 -2.016020 -0.373437 1.3 2.6 0.6 0.238
H 1.251982 0.545770 -1.261851 -0.2 0.5 -1.1 0.212
H 1.601583 0.868758 0.395855 0.3 1.0 0.9 0.207
H -1.141245 1.941925 1.109454 0.4 2.5 1.6 0.223
H 0.885076 -1.249626 1.117534 0.1 -0.3 1.7 0.232
```
Positions in Å, forces in eV/Å.

Summary:
Lowest unoccupied orbital energy = 0.656 eV
Orbital gap = 8.6 eV
SMILES = CCc1cc1=S
HOMO = -7.93 eV

---

(8)
# C5H6S

C5H6S in the gas phase in a non-equilibrium geometry (ωB97M-V/def2-TZVPD, the OMol25 dataset).

The geometry in XYZ format:
```
12
Properties=species:S:1:pos:R:3:forces:R:3:nbo_charge:R:1
S -1.442642 -1.636583 0.581682 0.3 0.2 -0.9 -0.389
C -0.640405 -0.595601 -1.810449 0.3 1.9 2.4 -0.044
C 0.858648 0.057032 0.289797 0.5 0.1 0.6 -0.484
C 0.200042 0.226859 -0.975486 -1.7 -0.6 -1.5 0.156
C -0.766381 0.799650 -1.730381 1.0 -1.5 0.1 -0.122
C -0.304019 -0.407155 1.251664 -0.6 -0.3 -0.1 -0.527
H 1.291611 0.976259 0.687754 0.1 -0.1 -0.1 0.233
H 1.603992 -0.735177 0.245248 0.0 0.0 -0.1 0.243
H -0.878378 0.473964 1.548441 0.2 0.0 0.1 0.196
H -1.302197 1.672698 -2.017139 -0.3 0.4 0.0 0.243
H -0.784655 -1.489442 -2.358450 0.1 -0.5 -0.3 0.258
H 0.169701 -0.853635 2.125510 0.1 0.2 0.0 0.235
```
Positions in Å, forces in eV/Å.

Summary:
Lowest unoccupied orbital energy = 0.370 eV
Orbital gap = 7.6 eV
HOMO = -7.23 eV

---

(9)
# C5H6S

C5H6S in the gas phase in a non-equilibrium geometry (ωB97M-V/def2-TZVPD, the OMol25 dataset).

The geometry in XYZ format:
```
12
Properties=species:S:1:pos:R:3:forces:R:3:nbo_charge:R:1
S 2.963952 0.080157 -0.029932 -1.4 -0.3 0.1 -0.011
C -0.853667 1.014223 -0.029759 1.7 0.3 -1.0 -0.095
C 1.309556 0.076094 0.008077 0.0 -0.3 0.6 -0.068
C -1.151313 -0.478138 -0.045838 1.0 0.8 2.1 -0.446
C 0.292735 -1.085272 0.025684 0.3 -0.1 -1.7 -0.482
C 0.480665 1.265955 0.005937 -0.7 0.2 0.9 -0.292
H 0.900785 2.243547 0.222917 0.0 0.0 -0.6 0.229
H -1.652897 -0.704554 0.937928 0.1 0.0 -1.1 0.225
H -1.465906 1.899628 -0.197652 -0.7 -0.7 0.4 0.223
H -1.765655 -0.815586 -0.852681 -0.3 -0.2 -0.5 0.231
H 0.386317 -1.803597 0.817837 0.3 0.0 0.7 0.243
H 0.555432 -1.692461 -0.862517 -0.4 0.3 0.1 0.243
```
Positions in Å, forces in eV/Å.

Summary:
Lowest unoccupied orbital energy = -0.430 eV
Orbital gap = 8.0 eV
SMILES = S=C1C=CCC1
HOMO = -8.45 eV

---

What are the relative energy (zero: lowest compared OMol25 entry of this formula, charge and spin) values for these records? In order: 113.8, 510.1, 357.5, 488.5, 322.4, 291.4, 239.3, 331.8, 22.9 kJ/mol.
What are the energy values for these records? In order: -419.7961, -667.3439, -667.4020, -667.3521, -1065.6059, -592.1609, -592.1807, -592.1455, -592.2632 hartree.